Computed, not measured: an isolated ion of composition C3H7N2S and charge +1 at a distorted geometry, with wB97M-V/def2-TZVPD.

Its SMILES is C=[N+]=C[C@H]([NH3+])[S-]. As for the charge: +1. Its total energy is -17030.4178 eV. The HOMO energy is -13.287 eV. The value obtained for the frontier orbital gap is 9.000 eV.

Each line ends with the natural charge from an NBO analysis.
Element x y z (Å)
C: 0.17 -0.73 -0.91  0.161
C: -1.95 -1.09 -0.10  -0.060
C: 0.17 0.75 -0.33  -0.328
N: -0.85 -1.41 -0.69  -0.319
N: 1.56 0.70 0.70  -0.769
S: -1.24 1.26 0.44  -0.003
H: 1.14 -0.94 -1.31  0.222
H: -2.98 -0.76 -0.49  0.289
H: -2.10 -1.69 0.90  0.256
H: 0.50 1.50 -1.11  0.259
H: 1.54 0.09 1.53  0.438
H: 1.57 1.66 1.06  0.436
H: 2.47 0.67 0.32  0.418

=====

Computed, not measured: a 9-piece molecular cluster, C9H18Cl18 overall at a distorted geometry, with wB97M-V/def2-TZVPD.

Its SMILES is ClCCl.ClCCl.ClCCl.ClCCl.ClCCl.ClCCl.ClCCl.ClCCl.ClCCl. As for the charge: 0. Its total energy is -235028.7751 eV. The HOMO energy is -10.412 eV. The value obtained for the frontier orbital gap is 10.502 eV.

Each line ends with the natural charge from an NBO analysis.
Element x y z (Å)
C: -26.94 29.24 1.66  -0.396
Cl: -26.81 27.94 2.87  -0.061
Cl: -25.46 30.14 1.48  0.005
H: -27.24 28.78 0.72  0.230
H: -27.75 29.87 2.01  0.225
C: -28.75 20.76 3.22  -0.391
Cl: -28.28 22.48 3.39  -0.065
Cl: -28.86 19.95 4.76  0.012
H: -29.73 20.75 2.75  0.223
H: -28.05 20.25 2.56  0.225
C: -26.72 24.91 1.04  -0.390
Cl: -26.41 23.30 0.36  -0.035
Cl: -27.10 26.07 -0.24  -0.029
H: -27.53 24.81 1.75  0.220
H: -25.81 25.27 1.53  0.232
C: -31.26 23.56 5.39  -0.397
Cl: -30.91 22.11 6.37  -0.048
Cl: -32.35 24.67 6.22  -0.003
H: -30.31 24.04 5.17  0.228
H: -31.70 23.22 4.46  0.213
C: -23.48 22.36 2.39  -0.386
Cl: -24.44 23.34 3.52  -0.050
Cl: -22.35 23.37 1.46  -0.014
H: -22.88 21.67 2.96  0.224
H: -24.13 21.82 1.72  0.229
C: -30.39 26.69 9.06  -0.382
Cl: -31.52 25.36 9.41  -0.025
Cl: -31.24 27.97 8.16  -0.041
H: -30.04 27.13 9.99  0.226
H: -29.57 26.33 8.45  0.219
C: -26.91 25.27 5.08  -0.416
Cl: -25.49 25.90 5.89  -0.006
Cl: -28.41 25.55 5.99  -0.023
H: -27.04 25.67 4.08  0.218
H: -26.82 24.20 4.92  0.231
C: -22.01 25.46 5.11  -0.378
Cl: -20.64 25.42 3.97  -0.035
Cl: -21.89 26.84 6.24  -0.038
H: -22.91 25.55 4.52  0.228
H: -22.02 24.56 5.71  0.220
C: -26.64 28.37 8.49  -0.395
Cl: -27.90 28.71 7.25  -0.042
Cl: -27.28 28.47 10.12  -0.012
H: -26.27 27.38 8.27  0.226
H: -25.87 29.11 8.34  0.225

=====

Computed, not measured: C16H9Cl3F6HgN3O5S3 as an isolated structure, with wB97M-V/def2-TZVPD.

As for the charge: -2. Its total energy is -122001.7264 eV. The spin multiplicity is 2. The HOMO energy (spin up / spin down) is -0.108 / -2.427 eV. The value obtained for the frontier orbital gap (spin up / spin down) is 4.244 / 6.557 eV.

Each line ends with the Löwdin spin population.
Element x y z (Å)
Hg: -0.16 0.16 1.82  0.011
F: 4.56 -2.17 1.19  0.000
C: 3.39 -1.68 0.70  0.000
F: 3.21 -0.47 1.16  0.000
F: 3.49 -1.63 -0.62  0.000
S: 2.05 -2.94 1.13  0.000
O: 0.75 -2.29 1.15  0.003
O: 2.29 -3.91 0.10  0.000
N: 2.48 -3.53 2.55  0.000
S: 2.05 -2.68 3.83  0.000
O: 2.25 -1.26 3.67  0.000
O: 0.86 -3.14 4.48  0.000
C: 3.39 -3.23 4.95  0.000
F: 3.13 -2.79 6.18  0.000
F: 3.48 -4.57 5.00  0.000
F: 4.57 -2.74 4.58  0.000
Cl: 2.31 -0.14 -3.03  0.000
C: 1.12 1.05 -2.54  0.005
C: 0.62 1.91 -3.52  0.003
C: -0.35 2.83 -3.23  0.001
Cl: -0.97 3.87 -4.50  0.001
C: -0.86 2.93 -1.91  0.001
C: -1.86 3.84 -1.49  0.001
C: -2.26 3.84 -0.19  0.000
C: -1.67 2.94 0.72  0.001
N: -0.74 2.10 0.35  0.005
C: -0.34 2.06 -0.93  0.000
C: 0.67 1.04 -1.20  0.001
O: 1.06 0.24 -0.30  0.004
H: 0.99 1.84 -4.53  0.000
H: -2.29 4.52 -2.21  0.000
H: -3.04 4.51 0.16  0.000
H: -1.95 2.89 1.77  0.000
S: -2.53 -0.76 1.48  0.025
C: -2.69 -0.58 -0.25  0.138
N: -1.74 -1.21 -1.06  0.202
C: -1.69 -0.98 -2.43  0.165
C: -2.68 -0.27 -3.04  0.036
C: -3.74 0.28 -2.28  0.297
C: -3.68 0.14 -0.86  0.054
H: -0.91 -1.55 -0.60  0.007
H: -0.85 -1.40 -2.96  0.009
H: -2.62 -0.11 -4.11  -0.005
H: -4.53 0.86 -2.75  0.026
H: -4.41 0.62 -0.22  -0.002
Cl: -0.15 1.57 3.81  0.009

=====

Computed, not measured: a 10-piece molecular cluster, C2H21O11 overall at a distorted geometry, with wB97M-V/def2-TZVPD.

As for the charge: -1. Its total energy is -24942.8476 eV. The HOMO energy is -7.152 eV. The value obtained for the frontier orbital gap is 10.177 eV.

Each line ends with the natural charge from an NBO analysis.
Element x y z (Å)
O: 0.11 -0.11 1.57  -0.839
C: 1.26 -0.65 1.41  0.811
O: 1.42 -1.87 1.25  -0.754
C: 2.46 0.25 1.42  -0.738
H: 3.40 -0.29 1.34  0.221
H: 2.41 0.97 0.60  0.241
H: 2.53 0.83 2.35  0.213
H: -0.84 0.60 -2.65  0.507
H: -1.83 0.00 -1.61  0.502
O: -1.78 0.68 -2.32  -1.024
H: -1.17 -3.08 0.60  0.482
H: 0.09 -3.03 1.46  0.507
O: -0.79 -3.48 1.39  -1.001
H: 0.40 3.17 -1.43  0.500
H: 0.92 2.63 -0.11  0.501
O: 1.19 2.74 -1.06  -1.014
H: -1.03 -0.72 0.37  0.513
H: -2.46 -1.14 0.30  0.496
O: -1.68 -1.13 -0.28  -1.013
H: 1.14 1.37 -2.17  0.506
H: 1.32 -0.17 -2.53  0.497
O: 0.91 0.67 -2.83  -1.025
H: 0.68 2.73 2.09  0.462
H: -0.03 1.48 1.54  0.511
O: 0.06 2.47 1.41  -0.999
H: -1.82 2.23 -1.80  0.504
H: -1.74 3.05 -0.49  0.466
O: -1.76 3.17 -1.44  -1.015
H: -1.33 -0.80 2.44  0.489
H: -1.72 -2.27 2.42  0.491
O: -2.10 -1.38 2.62  -1.022
H: 1.73 -2.10 -1.16  0.500
H: 0.52 -2.11 -2.07  0.484
O: 1.44 -1.88 -2.06  -0.960

=====

Taking the records one at a time from the top gives ΔE to the lowest compared entry with this formula, charge and spin values of 3.153 0.406 0.227 0.000 eV.